No. 1
100
Properties=species:S:1:pos:R:3 method="wB97M-V/def2-TZVPD" e_tot_ha=-2590.65079 homo_lumo_gap_ev="6.0 / 6.1" max_force_ev_per_a=4.2 homo_ha="-0.27231 / -0.27228" e_lumo_ev="-1.399 / -1.342" relative_energy_ev=2.149
Rh 0.187 -0.033 -0.238
O 2.407 -0.444 3.350
C 1.622 0.036 2.562
O 1.669 0.004 1.309
C 0.423 0.882 3.207
C 0.150 2.131 2.362
C -0.845 3.041 3.113
C -2.169 2.282 2.896
C -1.670 1.053 2.115
O -0.646 1.618 1.305
C -0.909 0.160 3.100
C -0.746 -1.362 2.551
O -0.731 -2.186 3.439
O -0.702 -1.481 1.320
H 0.723 1.088 4.233
H 1.041 2.627 1.976
H -0.869 4.032 2.661
H -0.584 3.144 4.163
H -2.869 2.854 2.287
H -2.661 1.998 3.822
H -2.410 0.542 1.499
H -1.408 0.041 4.061
C -4.589 3.518 -4.504
C -3.071 3.750 -4.512
C -2.778 5.239 -4.287
C -2.483 3.369 -5.879
C -2.464 2.888 -3.419
C -1.983 3.442 -2.214
C -1.363 2.623 -1.301
N -1.225 1.311 -1.452
C -1.769 0.719 -2.562
C -2.374 1.521 -3.550
C -1.621 -0.698 -2.614
C -2.134 -1.548 -3.612
C -2.012 -2.916 -3.521
C -1.306 -3.418 -2.405
C -0.789 -2.549 -1.477
N -0.942 -1.233 -1.554
C -2.621 -3.828 -4.572
C -4.132 -3.571 -4.659
C -1.952 -3.526 -5.920
C -2.395 -5.305 -4.243
H -5.079 4.184 -5.210
H -4.995 3.706 -3.511
H -4.821 2.492 -4.779
H -3.077 5.807 -5.165
H -1.713 5.399 -4.131
H -3.324 5.632 -3.433
H -3.009 3.902 -6.669
H -2.561 2.304 -6.079
H -1.431 3.642 -5.924
H -2.075 4.490 -1.991
H -0.948 3.046 -0.396
H -2.777 1.032 -4.421
H -2.668 -1.102 -4.436
H -1.194 -4.473 -2.240
H -0.268 -2.925 -0.604
H -4.346 -2.550 -4.963
H -4.603 -3.743 -3.694
H -4.586 -4.241 -5.385
H -2.113 -2.494 -6.219
H -2.351 -4.174 -6.695
H -0.880 -3.697 -5.845
H -2.849 -5.568 -3.290
H -1.332 -5.531 -4.207
H -2.844 -5.929 -5.011
C 2.375 2.975 -5.510
C 1.430 3.272 -4.543
C 1.269 2.440 -3.449
C 2.048 1.301 -3.297
C 3.009 1.025 -4.269
C 3.164 1.844 -5.372
Si 2.013 0.127 -1.768
C 2.112 -1.702 -2.355
C 2.542 -2.687 -1.466
C 2.608 -4.011 -1.860
C 2.242 -4.374 -3.146
C 1.816 -3.403 -4.039
C 1.742 -2.080 -3.644
C 3.646 0.617 -0.894
C 4.830 -0.070 -1.142
C 6.014 0.329 -0.547
C 6.025 1.402 0.328
C 4.852 2.092 0.586
C 3.679 1.712 -0.037
H 2.499 3.628 -6.363
H 0.818 4.158 -4.639
H 0.537 2.692 -2.700
H 3.643 0.160 -4.143
H 3.899 1.603 -6.127
H 2.824 -2.405 -0.461
H 2.945 -4.760 -1.159
H 2.287 -5.409 -3.451
H 1.546 -3.678 -5.049
H 1.400 -1.331 -4.343
H 4.824 -0.924 -1.806
H 6.929 -0.202 -0.769
H 6.945 1.696 0.812
H 4.853 2.931 1.267
H 2.765 2.259 0.147


No. 2
106
Properties=species:S:1:pos:R:3 method="wB97M-V/def2-TZVPD" e_tot_ha=-3955.26318 homo_lumo_gap_ev="4.9 / 6.6" max_force_ev_per_a=1.0 multiplicity=5 homo_ha="-0.41964 / -0.48465" e_lumo_ev="-6.562 / -6.588" s2=6.06 total_charge=+2 relative_energy_ev=0.052
Co -0.310 -0.076 -0.057
C -0.648 0.607 5.209
C -1.251 0.385 3.862
C -2.564 0.098 3.532
C -2.601 0.009 2.138
N -1.366 0.197 1.655
N -0.551 0.443 2.713
B 0.913 0.866 2.465
N 0.911 2.016 1.420
N 0.400 1.873 0.159
C 0.366 3.102 -0.395
C 0.879 4.029 0.530
C 1.211 3.311 1.657
C 1.785 3.819 2.939
C -0.192 3.407 -1.701
C -0.575 4.689 -2.027
C -1.245 4.972 -3.216
C -1.640 3.918 -4.089
C -1.259 2.648 -3.845
C -0.297 2.327 -2.741
N 1.746 -0.313 1.888
N 1.384 -0.969 0.751
C 2.317 -1.916 0.541
C 3.264 -1.869 1.566
C 2.861 -0.849 2.410
C 3.547 -0.341 3.636
C 2.392 -2.774 -0.660
C 3.645 -3.229 -1.108
C 3.743 -4.050 -2.222
C 2.601 -4.433 -2.917
C 1.355 -3.988 -2.494
C 1.251 -3.168 -1.380
C -3.769 -0.205 1.269
C -3.902 0.488 0.066
C -5.009 0.282 -0.744
C -5.993 -0.623 -0.364
C -5.872 -1.311 0.839
C -4.771 -1.094 1.655
H -1.393 0.412 5.977
H 0.203 -0.055 5.375
H -0.301 1.636 5.325
H -3.397 0.005 4.211
H 1.406 1.241 3.479
H 1.015 5.089 0.389
H 1.999 4.881 2.839
H 1.084 3.686 3.764
H 2.711 3.304 3.197
H -0.412 5.493 -1.320
H -1.527 5.991 -3.442
H -2.265 4.145 -4.944
H -1.552 1.842 -4.512
H -0.549 1.376 -2.259
H 4.115 -2.515 1.704
H 4.476 -0.888 3.778
H 3.781 0.720 3.541
H 2.932 -0.470 4.527
H 4.543 -2.946 -0.572
H 4.716 -4.400 -2.545
H 2.683 -5.083 -3.779
H 0.461 -4.292 -3.024
H 0.282 -2.850 -1.026
H -3.150 1.220 -0.214
H -5.116 0.844 -1.665
H -6.868 -0.766 -0.987
H -6.644 -2.006 1.148
H -4.683 -1.614 2.604
C 3.533 -0.562 -3.905
Sb 2.305 -0.574 -2.151
C 1.105 2.158 -3.393
C 3.810 0.321 -0.925
H 4.010 0.416 -3.982
H 2.934 -0.766 -4.791
H 4.306 -1.331 -3.807
H 1.378 3.053 -3.952
H 1.870 2.026 -2.597
H 1.103 1.313 -4.095
H 4.362 1.047 -1.521
H 4.493 -0.462 -0.584
H 3.344 0.798 -0.061
C -1.965 -3.020 0.462
C -2.201 -2.295 -0.815
N -1.559 -1.212 -1.238
C -2.026 -0.934 -2.512
C -2.984 -1.832 -2.834
N -3.084 -2.685 -1.755
C -3.991 -3.831 -1.660
N -3.283 -5.067 -1.570
N -3.272 -5.755 -0.387
N -2.539 -6.787 -0.517
C -2.037 -6.819 -1.810
C -1.196 -7.741 -2.435
C -0.861 -7.497 -3.750
C -1.343 -6.364 -4.434
C -2.177 -5.447 -3.829
C -2.517 -5.706 -2.500
H -1.315 -2.433 1.109
H -1.489 -3.986 0.280
H -2.903 -3.208 0.983
H -1.671 -0.100 -3.092
H -3.602 -1.939 -3.711
H -4.633 -3.817 -2.536
H -4.603 -3.742 -0.766
H -0.843 -8.614 -1.901
H -0.226 -8.197 -4.279
H -1.051 -6.214 -5.466
H -2.561 -4.589 -4.369


No. 3
110
Properties=species:S:1:pos:R:3 method="wB97M-V/def2-TZVPD" e_tot_ha=-2977.38363 homo_lumo_gap_ev=5.0 max_force_ev_per_a=3.7 homo_ha=-0.37654 e_lumo_ev=-5.208 total_charge=+2 relative_energy_ev=4.487
Bi -1.347 0.493 -0.617
O -1.843 4.852 -0.893
C -1.481 3.692 -0.681
N -2.235 2.666 -0.320
C -3.618 2.941 -0.055
C -4.256 1.668 0.573
C -5.462 1.675 1.212
C -5.970 0.471 1.741
C -5.211 -0.755 1.488
C -3.960 -0.654 0.925
N -3.549 0.533 0.420
C -0.039 3.393 -0.842
C 0.915 4.450 -0.778
C 2.269 4.153 -0.845
C 2.610 2.891 -1.284
C 1.644 1.924 -1.444
N 0.384 2.157 -1.138
H -4.155 3.280 -0.926
H -3.733 3.761 0.677
H -5.993 2.624 1.312
H -6.856 0.525 2.304
H -5.583 -1.685 1.863
H -3.272 -1.486 0.714
H 0.502 5.458 -0.563
H 2.998 4.927 -0.651
H 3.683 2.575 -1.340
H 1.927 0.930 -1.759
C 5.353 -2.881 2.269
C 4.723 -1.567 2.780
N 3.281 -1.350 2.536
C 2.754 -1.711 1.346
C 1.595 -1.116 0.825
C 1.214 -1.605 -0.573
O 1.862 -2.501 -1.105
O 0.265 -1.036 -1.264
C 0.849 -0.256 1.637
O -0.350 0.278 1.329
C 1.495 0.296 2.820
C 0.876 1.303 3.624
C 1.397 1.637 4.816
F 0.858 2.740 5.393
C 2.453 0.868 5.498
C 2.974 -0.116 4.687
C 2.593 -0.377 3.375
N 2.910 1.100 6.742
C 4.320 0.714 7.107
C 4.269 -0.153 8.344
N 3.431 0.524 9.413
C 3.027 1.948 9.087
C 2.265 1.946 7.720
H 6.103 -3.258 2.938
H 5.715 -2.762 1.220
H 4.574 -3.662 2.319
H 5.292 -0.718 2.467
H 4.797 -1.631 3.867
H 3.408 -2.274 0.668
H 0.143 1.961 3.146
H 3.760 -0.709 5.128
H 4.980 1.639 7.268
H 4.740 0.141 6.285
H 5.263 -0.527 8.665
H 3.726 -1.052 8.032
H 3.998 0.510 10.238
H 2.607 -0.020 9.635
H 3.931 2.543 8.956
H 2.389 2.362 9.874
H 2.267 2.980 7.378
H 1.220 1.678 7.923
C -4.954 -2.020 -2.057
C -3.864 -3.129 -2.443
C -3.964 -3.105 -3.978
C -4.258 -4.408 -1.782
N -2.606 -2.672 -1.941
N -2.062 -1.613 -2.621
H -5.830 -2.131 -2.705
H -4.624 -0.954 -2.219
H -5.358 -2.067 -1.045
H -5.018 -3.007 -4.187
H -3.606 -4.021 -4.418
H -3.406 -2.215 -4.384
H -5.319 -4.665 -1.745
H -3.850 -4.519 -0.741
H -3.812 -5.245 -2.400
H -1.948 -3.395 -1.745
H -2.619 -1.080 -3.328
H -1.066 -1.664 -2.794
N -2.353 0.946 -3.716
C -1.960 1.816 -4.392
C -1.396 2.847 -5.201
C -2.114 4.062 -5.351
C -1.419 5.129 -5.875
C -0.085 4.993 -6.298
N 0.629 3.908 -6.070
C 0.001 2.858 -5.482
H -3.153 4.127 -5.095
H -1.956 6.040 -6.065
H 0.471 5.880 -6.644
H 0.586 2.022 -5.138
N 3.117 -4.343 -9.214
C 2.308 -4.165 -8.386
C 1.330 -4.019 -7.374
C 1.465 -4.587 -6.097
C 0.497 -4.298 -5.186
N -0.559 -3.459 -5.434
C -0.647 -2.938 -6.665
C 0.291 -3.157 -7.681
H 2.289 -5.280 -5.924
H 0.415 -4.845 -4.200
H -1.478 -2.286 -6.848
H 0.186 -2.690 -8.639


No. 4
101
Properties=species:S:1:pos:R:3 method="wB97M-V/def2-TZVPD" e_tot_ha=-3394.08188 homo_lumo_gap_ev="6.7 / 6.5" max_force_ev_per_a=1.4 multiplicity=5 homo_ha="-0.26467 / -0.26805" e_lumo_ev="-0.496 / -0.788" s2=6.02
Fe 0.224 0.005 0.260
O -4.382 0.180 0.149
C -4.538 0.297 1.474
C -5.858 0.326 1.941
C -6.116 0.455 3.287
C -5.075 0.560 4.213
C -3.776 0.528 3.755
C -3.480 0.399 2.392
C -2.071 0.355 1.934
O -1.860 0.229 0.694
N -1.118 0.425 2.894
N 0.097 0.313 2.285
C 1.141 0.136 2.975
C 2.404 -0.144 2.211
C 3.574 -0.454 2.873
C 4.698 -0.786 2.129
C 4.612 -0.799 0.755
C 3.400 -0.472 0.172
N 2.320 -0.144 0.877
H -3.422 0.161 -0.037
H -6.657 0.245 1.215
H -7.145 0.475 3.628
H -5.285 0.661 5.269
H -2.945 0.604 4.444
H 1.116 0.112 4.062
H 3.592 -0.450 3.956
H 5.626 -1.044 2.625
H 5.457 -1.061 0.133
H 3.271 -0.488 -0.905
C 4.094 2.720 0.135
C 3.012 2.664 -0.946
C 3.612 2.913 -2.331
C 1.876 3.626 -0.646
C 2.192 4.965 -0.436
C 1.217 5.892 -0.111
C -0.097 5.478 0.034
C -0.462 4.150 -0.157
C -1.916 3.745 0.043
C -2.862 4.576 -0.825
C -2.300 3.849 1.521
C 0.535 3.237 -0.529
N 0.023 1.920 -0.775
C 0.327 1.133 -1.733
C -0.666 0.067 -2.237
C -1.561 0.513 -3.204
C -2.428 -0.359 -3.836
C -2.390 -1.707 -3.487
C -1.523 -2.172 -2.516
C -0.652 -1.295 -1.854
N 0.190 -1.666 -0.817
C 0.499 -3.028 -0.580
C 1.520 -3.662 -1.315
C 1.870 -4.971 -0.998
C 1.225 -5.655 0.023
C 0.220 -5.024 0.735
C -0.155 -3.712 0.450
C -1.287 -3.065 1.236
C -2.639 -3.681 0.869
C -1.055 -3.126 2.747
C 2.241 -2.950 -2.448
C 1.708 -3.395 -3.815
C 3.759 -3.151 -2.405
H 4.830 1.927 -0.020
H 3.668 2.596 1.133
H 4.629 3.673 0.116
H 2.607 1.655 -0.935
H 4.091 3.895 -2.370
H 2.850 2.890 -3.113
H 4.369 2.162 -2.570
H 3.225 5.283 -0.527
H 1.483 6.930 0.041
H -0.858 6.199 0.306
H -2.018 2.704 -0.257
H -2.885 5.624 -0.514
H -3.878 4.186 -0.744
H -2.571 4.547 -1.878
H -2.211 4.881 1.874
H -1.661 3.224 2.149
H -3.334 3.529 1.671
H 1.141 1.366 -2.428
H -1.563 1.565 -3.476
H -3.112 0.003 -4.591
H -3.059 -2.405 -3.978
H -1.515 -3.219 -2.236
H 2.661 -5.464 -1.554
H 1.512 -6.672 0.265
H -0.290 -5.558 1.529
H -1.326 -2.016 0.941
H -2.663 -4.745 1.122
H -2.845 -3.581 -0.198
H -3.446 -3.184 1.415
H -1.113 -4.152 3.121
H -1.811 -2.538 3.274
H -0.073 -2.728 3.019
H 2.031 -1.883 -2.340
H 1.822 -4.477 -3.924
H 2.265 -2.914 -4.624
H 0.654 -3.148 -3.940
H 4.043 -4.150 -2.744
H 4.160 -3.021 -1.397
H 4.256 -2.438 -3.070